ORCA calculation (the ωB97M-V functional and the def2-TZVPD basis) on a cluster of 7 separate species, C5H25N2O7 in total.

Geometry as XYZ:
```
39
Properties=species:S:1:pos:R:3
O -0.409 -2.758 1.894
C -0.799 -1.879 1.118
N -1.967 -1.259 1.275
C -2.527 -0.306 0.331
C 0.188 -1.434 0.052
N 1.516 -1.558 0.641
C 0.472 -1.266 -2.444
C -0.044 -2.119 -1.284
H -2.447 -1.453 2.137
H -2.460 -0.637 -0.691
H -3.528 0.023 0.591
H -1.973 0.640 0.462
H 0.032 -0.368 -0.134
H 2.299 -1.457 -0.002
H 1.566 -2.434 1.183
H 1.663 -0.838 1.368
H 0.829 -1.821 -3.315
H -0.281 -0.642 -2.910
H 1.293 -0.653 -2.064
H 0.458 -3.081 -1.382
H -1.095 -2.400 -1.378
H 1.497 2.689 1.970
H 0.136 3.399 2.282
O 0.598 2.813 1.678
H 0.618 -1.172 3.206
H 0.931 0.171 3.962
O 0.857 -0.242 3.097
H -1.625 -0.056 -3.825
H -1.683 0.996 -2.670
O -2.160 0.272 -3.101
H 2.342 1.826 -0.186
H 3.610 1.089 -0.234
O 2.712 0.941 0.098
H 1.195 3.439 0.047
H 0.936 3.302 -1.438
O 1.634 3.228 -0.791
H -1.506 3.183 -2.669
H -1.528 2.586 -1.218
O -1.004 2.782 -1.961
```

Results
* LUMO level: -2.5 eV
* HOMO energy: -13.38 eV
* maximum force: 2.26 eV Å⁻¹
* net charge: +1
* electronic energy: -841.4991 a.u.
* gap between HOMO and LUMO: 10.8 eV
* molar mass: 225.262 g/mol

Results of the Mulliken charge analysis, in e, for atoms 1 through 2:
1 O -0.7029
2 C -0.0320